Record 1
Formula: C37H50AsN6OOsSSiTe
Source: the Open Molecules 2025 dataset
Level of theory: ωB97M-V/def2-TZVPD

- LUMO energy (spin up / spin down): -6.971 / -9.810 eV
- Frontier orbital gap (spin up / spin down): 8.633 / 5.884 eV
- HOMO energy (spin up / spin down): -15.6040 / -15.6943 eV
- Energy relative to the best compared isomer or geometry (same formula, charge and spin): 0.864 eV
- Expectation value of S²: 6.0339
- Multiplicity: 5
- Charge: +3

Geometry (Å):
Os 13.75 11.11 12.47
N 15.39 11.54 13.99
C 15.85 11.93 14.98
N 16.28 12.28 16.17
C 17.33 13.31 16.38
C 16.75 14.36 17.40
C 16.35 13.68 18.67
C 15.21 12.62 18.39
C 15.74 11.63 17.34
H 17.47 13.79 15.40
H 18.26 12.83 16.69
H 15.90 14.86 16.94
H 17.52 15.12 17.64
H 16.01 14.41 19.38
H 17.19 13.10 19.10
H 14.29 13.22 18.02
H 14.84 12.05 19.23
H 15.01 10.92 16.97
H 16.50 11.01 17.80
C 12.40 17.14 9.53
N 12.88 16.08 10.36
C 12.03 15.00 10.85
C 13.13 14.05 11.39
O 12.78 12.96 11.97
N 14.28 14.65 11.28
C 14.16 15.76 10.61
N 15.23 16.46 10.23
H 11.34 17.06 9.51
H 12.63 17.01 8.53
H 12.66 18.12 9.92
H 11.45 14.60 10.02
H 11.39 15.25 11.68
H 16.12 16.09 10.42
H 15.17 17.27 9.67
S 17.47 10.90 9.71
C 16.55 10.87 11.15
N 15.27 11.06 11.02
C 14.96 11.29 9.64
C 13.69 11.64 9.14
C 13.52 11.78 7.76
C 14.63 11.72 6.91
C 15.90 11.51 7.39
C 16.04 11.27 8.80
H 16.97 10.70 12.10
H 12.88 11.72 9.81
H 12.52 12.06 7.43
H 14.49 11.84 5.86
H 16.69 11.65 6.65
Te 11.50 13.03 16.43
C 9.95 13.07 15.08
C 8.77 13.82 15.42
C 7.62 13.79 14.66
C 7.44 12.96 13.58
C 8.63 12.25 13.20
C 9.81 12.26 13.90
C 12.31 14.84 16.06
C 12.39 15.50 14.81
C 13.13 16.68 14.74
C 13.73 17.23 15.87
C 13.67 16.51 17.08
C 12.97 15.34 17.19
H 8.79 14.44 16.28
H 6.76 14.43 14.92
H 6.52 12.89 13.03
H 8.57 11.58 12.35
H 10.60 11.61 13.59
H 11.99 15.11 13.91
H 13.13 17.26 13.85
H 14.23 18.22 15.77
H 14.25 16.89 17.91
H 12.89 14.94 18.20
C 11.18 8.30 11.93
As 12.98 8.87 11.74
C 14.05 7.63 12.86
C 13.27 8.15 9.92
H 10.97 7.22 11.87
H 10.78 8.63 10.98
H 10.63 8.83 12.75
H 13.72 6.62 12.53
H 13.84 7.91 13.83
H 15.09 7.75 12.61
H 13.22 7.04 9.89
H 14.18 8.42 9.38
H 12.45 8.58 9.36
C 10.91 9.56 17.67
Si 11.96 8.73 16.36
C 11.07 7.49 15.37
C 13.52 8.06 16.97
C 12.31 10.09 15.11
C 12.64 10.72 14.12
H 10.54 8.84 18.35
H 10.07 10.08 17.26
H 11.46 10.28 18.27
H 10.78 6.72 16.07
H 11.70 7.01 14.61
H 10.20 7.97 14.97
H 13.46 7.05 17.44
H 14.02 8.72 17.71
H 14.20 7.99 16.10


Record 2
Formula: C31H80N15O9P3S
Source: the Open Molecules 2025 dataset
Level of theory: ωB97M-V/def2-TZVPD

- LUMO energy: -1.192 eV
- Frontier orbital gap: 6.546 eV
- HOMO energy: -7.7376 eV

Geometry (Å):
N 7.80 4.03 1.26
C 6.95 5.02 2.04
C 6.52 6.36 1.14
O 6.29 7.57 1.95
C 5.34 6.03 0.05
C 3.83 5.87 0.67
C 3.58 5.88 2.29
N 3.05 7.31 2.53
C 3.60 7.81 3.70
O 4.00 8.44 4.80
N 2.68 4.71 2.66
C 2.22 4.10 1.35
O 1.40 3.06 1.54
C 2.77 4.80 -0.06
C 1.55 5.70 -0.74
C 0.42 6.23 0.32
C -0.83 5.16 0.30
S -1.50 4.70 1.99
O -0.70 5.29 3.18
O -2.99 5.17 2.20
O -1.60 2.96 2.04
C 3.33 3.83 -1.25
C 3.89 2.37 -0.76
N 4.73 1.83 -1.94
N 2.76 1.33 -0.60
N 4.82 2.39 0.43
H 7.52 4.11 0.24
H 7.45 3.08 1.59
H 6.00 4.42 2.42
H 7.50 5.39 3.02
H 7.50 6.59 0.49
H 6.55 7.38 2.90
H 5.31 6.95 -0.71
H 5.72 5.11 -0.59
H 3.34 6.91 0.35
H 4.48 5.85 3.04
H 1.93 5.23 3.20
H 1.95 6.67 -1.31
H 0.95 5.10 -1.58
H -0.01 7.24 -0.13
H 0.82 6.50 1.39
H -1.72 5.55 -0.37
H -0.46 4.15 -0.20
H -1.20 2.60 1.17
H 4.12 4.45 -1.90
H 2.45 3.59 -2.02
H 5.56 1.35 -1.48
H 5.16 2.62 -2.47
H 3.16 0.36 -0.74
H 2.11 1.45 -1.43
H 4.28 2.14 1.28
H 5.35 3.28 0.53
C -4.58 -1.64 5.71
N -4.73 -1.67 4.25
C -3.65 -2.50 3.71
P -5.23 -0.39 3.22
O -5.89 -1.37 2.22
N -6.78 0.17 3.75
C -7.41 -0.29 4.98
C -7.83 0.25 2.72
N -4.47 0.74 4.36
C -5.08 2.07 4.57
C -3.10 1.03 3.89
H -3.73 -1.03 6.03
H -4.41 -2.66 6.10
H -5.47 -1.30 6.23
H -2.67 -2.05 3.89
H -3.75 -2.64 2.62
H -3.65 -3.50 4.15
H -7.54 -1.37 4.99
H -8.40 0.17 5.12
H -6.85 0.04 5.85
H -8.28 -0.74 2.52
H -7.42 0.64 1.77
H -8.63 0.93 3.01
H -5.30 2.57 3.62
H -4.41 2.72 5.16
H -6.00 2.02 5.17
H -3.12 1.57 2.94
H -2.53 0.11 3.73
H -2.54 1.61 4.63
C 7.95 -3.68 -5.19
N 7.55 -2.84 -4.06
C 8.13 -3.43 -2.85
P 6.04 -2.05 -3.81
O 6.70 -0.88 -3.04
N 5.73 -1.02 -5.18
C 6.56 -1.02 -6.37
C 5.39 0.38 -4.86
N 5.27 -3.39 -4.70
C 4.09 -3.11 -5.54
C 4.80 -4.39 -3.71
H 7.43 -4.64 -5.21
H 9.02 -3.90 -5.15
H 7.81 -3.20 -6.16
H 7.71 -4.42 -2.64
H 7.95 -2.80 -1.97
H 9.22 -3.53 -2.94
H 7.60 -0.79 -6.14
H 6.21 -0.28 -7.10
H 6.48 -1.96 -6.91
H 6.29 0.97 -4.65
H 4.73 0.44 -3.99
H 4.86 0.86 -5.69
H 3.34 -2.52 -5.00
H 3.62 -4.04 -5.88
H 4.35 -2.60 -6.47
H 4.00 -3.98 -3.09
H 5.60 -4.70 -3.04
H 4.43 -5.30 -4.21
C -5.05 -5.59 0.63
N -5.74 -4.69 -0.29
C -5.75 -3.35 0.30
P -7.13 -5.03 -1.27
O -6.66 -4.06 -2.38
N -6.76 -6.40 -2.27
C -5.55 -7.19 -2.13
C -7.02 -6.23 -3.71
N -7.66 -6.16 0.01
C -8.38 -7.38 -0.38
C -8.59 -5.43 0.90
H -5.64 -5.81 1.52
H -4.11 -5.14 0.97
H -4.75 -6.53 0.17
H -6.33 -3.33 1.23
H -6.17 -2.60 -0.38
H -4.73 -3.02 0.54
H -4.65 -6.58 -2.24
H -5.50 -7.99 -2.88
H -5.53 -7.72 -1.18
H -6.20 -5.68 -4.20
H -7.95 -5.68 -3.88
H -7.13 -7.19 -4.21
H -9.20 -7.17 -1.07
H -8.81 -7.88 0.51
H -7.73 -8.14 -0.82
H -9.51 -5.16 0.37
H -8.15 -4.51 1.28
H -8.85 -6.03 1.78


| no. | largest force on an atom (eV Å⁻¹) |
| --- | --- |
| 1 | 4.1 |
| 2 | 10.8 |